{"formula": "C35H64BClF3N7O3Si2", "method": "wB97M-V/def2-TZVPD", "homo_energy_ev": -4.59, "de_lowest_kcal_mol": 0.0, "orbital_gap_ha": 0.101, "spin_multiplicity": 1, "lumo_ev": -1.85, "elements": ["C", "B", "O", "C", "C", "C", "C", "N", "N", "C", "C", "C", "F", "C", "F", "F", "C", "N", "C", "C", "N", "C", "C", "C", "C", "N", "C", "C", "C", "C", "N", "C", "C", "C", "C", "C", "C", "C", "O", "C", "C", "O", "Cl", "H", "H", "H", "H", "H", "H", "H", "H", "H", "H", "H", "H", "H", "H", "H", "H", "H", "H", "H", "H", "H", "H", "H", "H", "H", "H", "H", "H", "H", "H", "H", "H", "H", "H", "H", "H", "H", "H", "H", "H", "H", "H", "H", "H", "H", "H", "C", "Si", "C", "C", "N", "Si", "C", "C", "C", "H", "H", "H", "H", "H", "H", "H", "H", "H", "H", "H", "H", "H", "H", "H", "H", "H", "H"], "xyz": [[1.851, -4.426, -2.554], [2.040, -3.933, -1.024], [2.645, -4.899, -0.159], [1.543, -2.468, -0.459], [0.707, -2.878, 0.812], [1.405, -2.862, 2.209], [0.450, -2.633, 3.454], [2.645, -3.044, 2.477], [2.810, -1.724, -0.432], [2.999, -0.561, 0.488], [3.374, 0.808, -0.193], [3.348, 1.871, 0.966], [4.493, 2.113, 1.738], [2.133, 2.527, 1.238], [1.788, 3.577, 0.449], [1.310, 2.105, 2.246], [2.960, -1.379, -1.852], [4.130, -1.325, -2.454], [4.120, -1.004, -3.898], [3.550, 0.464, -4.231], [4.001, 0.786, -5.618], [5.309, -1.639, -1.611], [6.707, -1.528, -2.313], [7.062, -0.070, -2.859], [6.976, -2.678, -3.404], [1.666, -1.186, -2.386], [0.601, -1.643, -1.441], [-0.675, -2.422, -1.958], [-0.939, -2.372, -3.510], [-2.485, -2.693, -3.789], [-3.397, -1.673, -3.235], [-4.206, -2.171, -2.112], [-5.646, -1.579, -2.028], [-6.268, -0.670, -2.990], [-7.627, -0.126, -2.837], [-8.438, -0.478, -1.665], [-7.830, -1.389, -0.680], [-6.473, -1.942, -0.843], [-6.050, -2.800, 0.161], [-0.009, -0.268, -0.914], [-0.754, 0.581, -2.022], [-1.922, 0.776, -1.911], [0.056, 1.305, -3.469], [2.898, -4.645, -2.932], [1.426, -3.651, -3.236], [1.303, -5.412, -2.609], [3.588, -4.642, -0.078], [-0.235, -2.257, 0.906], [0.326, -3.934, 0.649], [-0.525, -3.171, 3.253], [0.246, -1.530, 3.506], [0.944, -3.005, 4.386], [3.114, -3.200, 1.574], [3.715, -0.863, 1.303], [2.009, -0.395, 1.012], [2.639, 1.182, -0.955], [4.403, 0.862, -0.636], [5.106, -1.067, -4.410], [3.408, -1.716, -4.410], [2.438, 0.337, -4.309], [3.865, 1.231, -3.477], [4.817, 1.397, -5.604], [3.218, 1.245, -6.092], [5.194, -2.721, -1.290], [5.367, -1.058, -0.650], [7.476, -1.729, -1.508], [8.159, 0.077, -2.666], [6.535, 0.663, -2.180], [6.782, 0.074, -3.931], [7.887, -3.282, -3.160], [7.204, -2.139, -4.366], [6.068, -3.307, -3.596], [1.606, -1.468, -3.367], [-0.725, -3.505, -1.650], [-1.574, -1.941, -1.472], [-0.367, -3.123, -4.118], [-0.737, -1.363, -3.980], [-2.617, -2.686, -4.908], [-2.678, -3.740, -3.428], [-3.968, -1.350, -4.014], [-3.696, -1.904, -1.130], [-4.300, -3.305, -2.090], [-5.690, -0.375, -3.898], [-8.081, 0.558, -3.589], [-9.479, -0.131, -1.485], [-8.459, -1.676, 0.203], [-5.098, -2.986, 0.099], [-0.796, -0.462, -0.129], [0.728, 0.432, -0.442], [-4.639, 6.467, 6.943], [-3.893, 5.338, 5.620], [-3.862, 6.333, 4.018], [-5.086, 3.893, 5.407], [-2.337, 4.850, 6.131], [-1.359, 3.821, 5.190], [-0.910, 4.562, 3.512], [-2.132, 2.121, 4.909], [0.272, 3.526, 6.106], [-5.641, 6.796, 6.642], [-4.725, 5.938, 7.896], [-4.017, 7.353, 7.090], [-4.835, 6.809, 3.847], [-3.657, 5.700, 3.152], [-3.106, 7.120, 4.064], [-5.059, 3.237, 6.280], [-4.853, 3.302, 4.518], [-6.113, 4.260, 5.293], [-1.762, 4.566, 2.830], [-0.115, 3.973, 3.038], [-0.546, 5.585, 3.627], [-2.495, 1.699, 5.848], [-1.387, 1.429, 4.493], [-2.961, 2.166, 4.200], [0.090, 3.056, 7.075], [0.799, 4.470, 6.267], [0.922, 2.865, 5.519]], "mulliken_charge": [-0.56, 0.61, -0.60, -0.56, -1.01, 0.23, -1.08, -0.80, 1.06, -1.34, 0.76, -0.08, -0.32, 0.18, -0.20, -0.14, -1.56, 1.16, -1.00, 0.43, -0.67, -0.48, -0.09, -1.18, -1.29, 0.59, -0.67, 0.02, -0.27, -1.13, 0.06, -0.34, 0.82, -0.53, -0.74, -0.39, -0.58, 0.46, -0.61, 0.55, 0.17, -0.43, -0.18, 0.18, 0.03, 0.32, 0.35, 0.30, 0.63, 0.30, 0.20, 0.38, 0.30, 0.62, 0.47, 0.17, -0.09, 0.43, 0.23, -0.21, 0.26, 0.26, 0.25, 0.02, 0.40, 0.68, 0.39, 0.16, 0.35, 0.35, 0.33, 0.28, 0.73, 0.63, -0.45, 0.44, 0.20, 0.38, 0.30, 0.28, 0.15, 0.23, 0.14, 0.33, 0.35, 0.33, 0.31, 0.70, -0.71, -1.02, 0.16, -1.07, -1.06, -0.16, 0.10, -0.16, -0.61, -0.97, 0.27, 0.25, 0.25, 0.36, 0.32, 0.24, 0.24, 0.32, 0.36, 0.28, -0.51, 0.28, 0.26, -0.08, 0.29, 0.26, 0.26, 0.20]}